Run w
C6H11N in the gas phase, computed with wB97M-V/def2-TZVPD.

Properties
E_HOMO = -6.42 eV
Kohn-Sham gap = 4.957 eV
lowest unoccupied orbital energy = -1.5 eV
total charge = 0
spin multiplicity = 1

Each atom is followed by the atoms it is bonded to, with distances in Å.
Cartesian coordinates (Å):
1 C 2.43353 0.35593 0.71789  C4 1.489, H8 1.106, H9 1.086, H10 1.104
2 N 1.17428 -1.62801 -0.79910  C3 1.433, H11 1.010, H12 1.011
3 C 0.47325 -0.39859 -0.57125  N2 1.433, C4 1.393, C7 1.380
4 C 1.21473 0.67181 -0.07651  C1 1.489, C3 1.393, H13 1.076
5 C -2.93190 0.32587 0.65370  C6 1.505, H14 1.098, H15 1.084
6 C -1.81889 0.69981 -0.28773  C5 1.505, C7 1.514, H16 1.106, H17 1.104
7 C -0.90445 -0.46958 -0.58659  C3 1.380, C6 1.514, H18 1.067
8 H 2.21895 -0.36962 1.52437  C1 1.106
9 H 2.81112 1.25634 1.19363  C1 1.086
10 H 3.23595 -0.12442 0.13191  C1 1.104
11 H 0.69031 -2.23157 -1.44839  N2 1.010
12 H 2.10833 -1.48315 -1.15748  N2 1.011
13 H 0.79772 1.66051 0.00108  C4 1.076
14 H -3.91261 0.08471 0.22169  C5 1.098
15 H -3.08544 0.88407 1.57070  C5 1.084
16 H -1.36410 0.80826 0.71483  C6 1.106
17 H -1.80790 1.40143 -1.14019  C6 1.104
18 H -1.33290 -1.44380 -0.66257  C7 1.067

Mulliken atomic charges, in units of e: number 1, C, carries -1.1196; number 2, N, carries -0.5893; number 3, C, carries 0.7729; number 4, C, carries -0.4486; number 5, C, carries -0.9825; number 6, C, carries -0.5139; number 7, C, carries -0.5595; number 8, H, carries 0.2894; number 9, H, carries 0.3455; number 10, H, carries 0.3044; number 11, H, carries 0.2638; number 12, H, carries 0.2256; number 13, H, carries 0.4433; number 14, H, carries 0.2560; number 15, H, carries 0.2421; number 16, H, carries 0.2690; number 17, H, carries 0.3949; number 18, H, carries 0.4064

***

Run x
C6H11N in the gas phase, computed with wB97M-V/def2-TZVPD.

Properties
E_HOMO = -7.38 eV
Kohn-Sham gap = 8.605 eV
lowest unoccupied orbital energy = 1.2 eV
total charge = 0
spin multiplicity = 1

Each atom is followed by the atoms it is bonded to, with distances in Å.
Cartesian coordinates (Å):
1 C -0.70925 -3.04576 1.27855  C2 1.482, H8 1.190, H9 1.137, H10 1.126
2 C -0.39874 -1.61318 1.06189  C1 1.482, C3 1.411, H11 1.092
3 C -0.25642 -0.78521 -0.07152  C2 1.411, C4 1.532, H12 1.143
4 C -0.87017 0.61621 0.01500  C3 1.532, C5 1.529, H13 1.154, H14 1.074
5 C -0.24840 1.72784 -0.83146  C4 1.529, C6 1.348, H15 1.108
6 C 1.04410 2.06337 -0.64792  C5 1.348, N7 1.408, H16 1.141
7 N 1.88557 2.54041 -1.67086  C6 1.408, H17 1.002, H18 0.964
8 H -0.72971 -3.62199 0.23711  C1 1.190
9 H -1.67154 -3.22409 1.85779  C1 1.137
10 H 0.19437 -3.42081 1.83508  C1 1.126
11 H -0.16452 -1.11852 2.00666  C2 1.092
12 H -0.38928 -1.28951 -1.08810  C3 1.143
13 H -0.97382 0.80408 1.14935  C4 1.154
14 H -1.94079 0.64419 -0.06395  C4 1.074
15 H -0.82385 2.50345 -1.37505  C5 1.108
16 H 1.52316 1.98593 0.38458  C6 1.141
17 H 2.86910 2.46650 -1.49700  N7 1.002
18 H 1.66018 2.76712 -2.58015  N7 0.964

Mulliken atomic charges, in units of e: number 1, C, carries -0.9716; number 2, C, carries -0.2200; number 3, C, carries -0.1288; number 4, C, carries -0.6409; number 5, C, carries -0.6000; number 6, C, carries 0.0544; number 7, N, carries -0.4520; number 8, H, carries 0.2421; number 9, H, carries 0.2609; number 10, H, carries 0.2588; number 11, H, carries 0.3063; number 12, H, carries 0.1753; number 13, H, carries 0.2836; number 14, H, carries 0.4521; number 15, H, carries 0.3242; number 16, H, carries 0.2821; number 17, H, carries 0.1999; number 18, H, carries 0.1736

***

Last place for stability: run w

***

Run w
C6H11N in the gas phase, computed with wB97M-V/def2-TZVPD.

Properties
E_HOMO = -8.12 eV
Kohn-Sham gap = 9.090 eV
lowest unoccupied orbital energy = 1.0 eV
total charge = 0
spin multiplicity = 1

Each atom is followed by the atoms it is bonded to, with distances in Å.
Cartesian coordinates (Å):
1 C 1.83486 -0.60974 0.48889  C2 1.529, H8 1.095, H9 1.096, H10 1.098
2 C 0.47943 0.09364 0.56357  C1 1.529, C3 1.528, C4 1.549, H11 1.095
3 C 0.46929 1.32512 -0.34079  C2 1.528, N7 1.478, H13 1.095, H14 1.097
4 C -0.63600 -0.77301 -0.07144  C2 1.549, C5 1.536, C6 1.533, H15 1.098
5 C -2.03093 -0.45994 0.48944  C4 1.536, H16 1.094, H17 1.096, H18 1.097
6 C -0.64156 -0.43231 -1.56602  C4 1.533, N7 1.316
7 N -0.02306 0.72851 -1.59978  C3 1.478, C6 1.316, H12 1.010
8 H 1.82252 -1.54907 1.05143  C1 1.095
9 H 2.63739 0.01954 0.89097  C1 1.096
10 H 2.08521 -0.85028 -0.55228  C1 1.098
11 H 0.24720 0.35577 1.60153  C2 1.095
12 H 0.11259 1.23738 -2.46181  N7 1.010
13 H 1.45728 1.77989 -0.47182  C3 1.095
14 H -0.22095 2.10711 -0.00194  C3 1.097
15 H -0.43273 -1.84016 0.08471  C4 1.098
16 H -2.79778 -1.05851 -0.01087  C5 1.094
17 H -2.07340 -0.67040 1.56414  C5 1.096
18 H -2.28936 0.59645 0.34207  C5 1.097

Mulliken atomic charges, in units of e: number 1, C, carries -1.5809; number 2, C, carries 0.3085; number 3, C, carries -0.8015; number 4, C, carries 0.4867; number 5, C, carries -1.4354; number 6, C, carries -0.7417; number 7, N, carries -0.0036; number 8, H, carries 0.4029; number 9, H, carries 0.3802; number 10, H, carries 0.3420; number 11, H, carries 0.3671; number 12, H, carries 0.1871; number 13, H, carries 0.3712; number 14, H, carries 0.2934; number 15, H, carries 0.3925; number 16, H, carries 0.3878; number 17, H, carries 0.3513; number 18, H, carries 0.2925

***

Run x
C6H11N in the gas phase, computed with wB97M-V/def2-TZVPD.

Properties
E_HOMO = -8.70 eV
Kohn-Sham gap = 9.858 eV
lowest unoccupied orbital energy = 1.2 eV
total charge = 0
spin multiplicity = 1

Each atom is followed by the atoms it is bonded to, with distances in Å.
Cartesian coordinates (Å):
1 C -2.01593 -0.08629 -0.00951  C2 1.588, N7 1.542, H8 1.166, H9 1.138
2 C -1.00455 1.13770 0.03373  C1 1.588, C3 1.456, H10 1.128, H11 1.149
3 C 0.26538 0.58356 -0.41510  C2 1.456, C4 1.583, C6 1.519, H12 1.061
4 C 1.78695 0.63656 0.01919  C3 1.583, C5 1.518, H13 1.168, H14 1.127
5 C 1.75452 -0.88089 0.02026  C4 1.518, C6 1.554, H15 1.142, H16 1.183
6 C 0.21320 -0.80410 0.20040  C3 1.519, C5 1.554, N7 1.434, H17 1.036
7 N -1.04612 -1.24163 -0.32794  C1 1.542, C6 1.434, H18 1.088
8 H -2.81416 -0.10333 -0.85972  C1 1.166
9 H -2.63127 -0.13113 0.94713  C1 1.138
10 H -1.05400 2.18170 -0.39150  C2 1.128
11 H -0.95471 1.45546 1.13654  C2 1.149
12 H 0.27966 0.30969 -1.43997  C3 1.061
13 H 1.99689 1.35980 0.91171  C4 1.168
14 H 2.38131 1.03519 -0.85193  C4 1.127
15 H 2.19633 -1.63042 0.76008  C5 1.142
16 H 2.14649 -1.10912 -1.07201  C5 1.183
17 H -0.03943 -0.59002 1.18196  C6 1.036
18 H -1.46054 -2.12273 0.15669  N7 1.088

Mulliken atomic charges, in units of e: number 1, C, carries -0.3758; number 2, C, carries -0.8435; number 3, C, carries 0.0771; number 4, C, carries -0.6252; number 5, C, carries -0.4301; number 6, C, carries -0.2414; number 7, N, carries -0.6280; number 8, H, carries 0.2829; number 9, H, carries 0.2489; number 10, H, carries 0.3834; number 11, H, carries 0.2095; number 12, H, carries 0.2535; number 13, H, carries 0.2636; number 14, H, carries 0.2395; number 15, H, carries 0.3127; number 16, H, carries 0.2109; number 17, H, carries 0.3959; number 18, H, carries 0.2661

***

Run y
C6H11N in the gas phase, computed with wB97M-V/def2-TZVPD.

Properties
E_HOMO = -7.97 eV
Kohn-Sham gap = 9.040 eV
lowest unoccupied orbital energy = 1.1 eV
total charge = 0
spin multiplicity = 1

Each atom is followed by the atoms it is bonded to, with distances in Å.
Cartesian coordinates (Å):
1 C -2.61101 0.06390 -0.05084  N2 1.474, H8 1.198, H9 1.248, H10 1.137
2 N -1.36663 -0.39141 0.59437  C1 1.474, C3 1.483, C7 1.557
3 C -0.21029 -0.70694 -0.27939  N2 1.483, C4 1.408, C7 1.568, H11 1.090
4 C 1.01672 -1.30478 0.06805  C3 1.408, C5 1.679, H12 1.139, H13 1.100
5 C 2.00700 0.04904 -0.00511  C4 1.679, C6 1.593, H14 1.207, H15 1.058
6 C 0.87187 1.16614 -0.05222  C5 1.593, C7 1.436, H16 1.203, H17 1.153
7 C -0.07071 0.45462 0.76408  N2 1.557, C3 1.568, C6 1.436, H18 1.211
8 H -3.58033 -0.60966 -0.25656  C1 1.198
9 H -2.83467 1.28165 0.10382  C1 1.248
10 H -2.19180 0.44222 -1.03766  C1 1.137
11 H -0.42609 -0.50699 -1.32880  C3 1.090
12 H 0.85074 -1.89863 1.02563  C4 1.139
13 H 1.28824 -2.13147 -0.60569  C4 1.100
14 H 2.69356 0.29726 0.95636  C5 1.207
15 H 2.60030 0.20965 -0.86623  C5 1.058
16 H 1.20700 2.26654 0.29909  C6 1.203
17 H 0.39789 1.44165 -1.06660  C6 1.153
18 H 0.35822 -0.12279 1.73770  C7 1.211

Mulliken atomic charges, in units of e: number 1, C, carries -0.6679; number 2, N, carries -0.2522; number 3, C, carries 0.0642; number 4, C, carries -0.9950; number 5, C, carries -0.5731; number 6, C, carries -0.4876; number 7, C, carries -0.3525; number 8, H, carries 0.2759; number 9, H, carries 0.2735; number 10, H, carries 0.2389; number 11, H, carries 0.3400; number 12, H, carries 0.2736; number 13, H, carries 0.4266; number 14, H, carries 0.2291; number 15, H, carries 0.3851; number 16, H, carries 0.2855; number 17, H, carries 0.2544; number 18, H, carries 0.2814

***

Run z
C6H11N in the gas phase, computed with wB97M-V/def2-TZVPD.

Properties
E_HOMO = -7.69 eV
Kohn-Sham gap = 8.530 eV
lowest unoccupied orbital energy = 0.8 eV
total charge = 0
spin multiplicity = 1

Each atom is followed by the atoms it is bonded to, with distances in Å.
Cartesian coordinates (Å):
1 C 0.40758 1.69794 1.72012  C2 1.343, H8 1.069, H9 1.267
2 C 0.33353 0.77136 0.75143  C1 1.343, C3 1.447, N6 1.403
3 C -0.91116 0.53069 0.05475  C2 1.447, C4 1.390, H10 1.145
4 C -1.05780 -0.33968 -1.01910  C3 1.390, C5 1.466, H11 1.151
5 C -2.24160 -1.16624 -1.27436  C4 1.466, H12 1.071, H13 1.160, H14 1.064
6 N 1.52406 0.14751 0.34827  C2 1.403, C7 1.477, H15 0.954
7 C 1.87148 -1.06705 -0.41701  N6 1.477, H16 1.181, H17 1.141, H18 1.172
8 H -0.50002 2.21920 1.93968  C1 1.069
9 H 1.37268 1.87727 2.52197  C1 1.267
10 H -1.86461 0.85822 0.59766  C3 1.145
11 H -0.27618 -0.46420 -1.85429  C4 1.151
12 H -2.37940 -1.29869 -2.32823  C5 1.071
13 H -3.26365 -0.76935 -0.89489  C5 1.160
14 H -2.14781 -2.07873 -0.73431  C5 1.064
15 H 1.91609 -0.01394 1.20264  N6 0.954
16 H 3.01977 -1.19579 -0.17418  C7 1.181
17 H 1.37660 -2.04596 -0.10438  C7 1.141
18 H 1.66584 -0.68269 -1.50453  C7 1.172

Mulliken atomic charges, in units of e: number 1, C, carries -1.0817; number 2, C, carries 0.8194; number 3, C, carries -0.2522; number 4, C, carries -0.0477; number 5, C, carries -1.1196; number 6, N, carries -0.3406; number 7, C, carries -0.8091; number 8, H, carries 0.3027; number 9, H, carries 0.1812; number 10, H, carries 0.1569; number 11, H, carries 0.1845; number 12, H, carries 0.3461; number 13, H, carries 0.3071; number 14, H, carries 0.2430; number 15, H, carries 0.2526; number 16, H, carries 0.2966; number 17, H, carries 0.2414; number 18, H, carries 0.3195

***

Last place for stability: run y